# 1
This record from the Open Molecules 2025 dataset describes 2 unconnected molecules or ions with the total composition C2H4N2O3 in a non-equilibrium geometry. The level of theory is ωB97M-V/def2-TZVPD.

Output
- structure (SMILES) = C=[N+]([O-])O.N#CO
- gap between HOMO and LUMO (eV) = 10.498
- E_tot (a.u.) = -413.67855
- ΔE to the lowest compared entry with this formula, charge and spin (kcal/mol) = 133.8
- F_max (hartree/bohr) = 0.0470

Each line ends with the natural charge from an NBO analysis.
CARTESIAN COORDINATES (ANGSTROEM)
C (-0.019, 0.641, 0.879)  -0.121
N (-0.012, -0.615, 0.800)  0.335
O (-0.792, -1.455, 0.212)  -0.569
O (1.119, -1.212, 1.302)  -0.514
H (-0.878, 1.184, 0.745)  0.224
H (0.789, 1.026, 1.371)  0.220
H (0.703, -2.069, 1.571)  0.493
N (0.499, 2.112, -1.754)  -0.471
C (-0.071, 1.112, -1.911)  0.564
O (-0.584, -0.067, -2.007)  -0.697
H (-0.756, -0.658, -1.209)  0.536



# 2
This record from the Open Molecules 2025 dataset describes 7 unconnected molecules or ions with the total composition C21H57O22P5 in a non-equilibrium geometry. The level of theory is ωB97M-V/def2-TZVPD.

Output
- structure (SMILES) = COP(=O)(OC)OC.COP(=O)(OC)OC.COP(=O)(OC)OC.COP(=O)(OC)OC.COP(=O)(OC)OC.CC(C)=O.CC(C)=O
- gap between HOMO and LUMO (eV) = 9.992
- E_tot (a.u.) = -4196.37296
- ΔE to the lowest compared entry with this formula, charge and spin (kcal/mol) = 10.9
- F_max (hartree/bohr) = 0.2199

Each line ends with the Mulliken charge.
CARTESIAN COORDINATES (ANGSTROEM)
C (35.013, -23.279, 44.209)  -0.516
O (36.238, -22.490, 44.285)  -0.373
P (37.036, -22.068, 42.877)  0.727
O (38.398, -22.652, 43.045)  -0.724
O (36.444, -22.763, 41.618)  0.785
C (35.525, -22.120, 40.806)  -0.876
O (37.269, -20.464, 42.734)  -0.293
C (38.333, -19.928, 42.041)  -0.603
H (34.287, -23.008, 45.050)  0.241
H (35.480, -24.280, 44.186)  0.300
H (34.371, -23.256, 43.262)  0.147
H (35.650, -22.399, 39.664)  -0.269
H (35.792, -21.097, 40.732)  0.506
H (34.437, -22.431, 40.968)  0.119
H (39.062, -19.783, 42.824)  0.257
H (38.124, -18.889, 41.619)  0.212
H (38.529, -20.523, 41.389)  0.310
C (29.400, -19.556, 40.777)  -0.591
O (30.009, -19.300, 39.559)  -0.393
P (31.496, -19.822, 39.221)  0.789
O (32.376, -19.899, 40.362)  -0.600
O (31.074, -21.193, 38.751)  -0.265
C (32.043, -22.165, 38.420)  -0.558
O (32.234, -19.185, 37.859)  -0.243
C (33.551, -18.757, 37.927)  -0.920
H (29.393, -20.632, 40.803)  0.268
H (28.469, -19.000, 40.887)  0.251
H (29.905, -19.179, 41.703)  0.231
H (31.485, -23.062, 38.224)  0.354
H (32.269, -22.230, 39.480)  0.397
H (32.990, -21.774, 37.854)  0.173
H (33.479, -18.042, 38.625)  0.503
H (33.981, -18.328, 37.124)  0.486
H (34.303, -19.409, 38.460)  0.176
C (35.978, -25.277, 39.492)  0.101
O (36.611, -26.501, 39.086)  -0.223
P (37.946, -27.071, 39.845)  0.763
O (39.145, -26.466, 39.194)  -0.652
O (37.893, -26.625, 41.455)  -0.353
C (38.628, -25.536, 41.809)  -0.462
O (37.930, -28.627, 39.832)  -0.376
C (38.630, -29.383, 38.779)  -0.677
H (35.692, -25.541, 40.423)  0.721
H (34.883, -25.099, 38.805)  -0.122
H (36.500, -24.534, 39.363)  -0.302
H (39.692, -25.686, 41.617)  0.311
H (38.592, -25.499, 42.829)  0.391
H (38.411, -24.448, 41.379)  0.051
H (38.286, -29.124, 37.823)  0.293
H (38.631, -30.491, 39.120)  0.224
H (39.676, -29.072, 38.983)  0.327
C (32.243, -26.261, 36.436)  -0.410
O (31.321, -25.702, 35.505)  0.131
P (29.919, -26.505, 35.139)  0.787
O (30.217, -27.778, 34.397)  -0.764
O (29.272, -26.738, 36.615)  -0.237
C (28.669, -28.027, 36.931)  -0.824
O (28.968, -25.540, 34.326)  -0.069
C (28.166, -26.047, 33.353)  -0.905
H (31.773, -26.993, 37.107)  0.337
H (32.734, -25.609, 37.196)  -0.092
H (33.097, -26.758, 35.925)  0.191
H (28.656, -28.323, 37.964)  0.305
H (29.133, -28.919, 36.441)  0.319
H (27.734, -28.027, 36.390)  0.319
H (27.329, -26.661, 33.690)  0.279
H (28.639, -26.470, 32.605)  0.432
H (27.717, -25.049, 32.950)  0.241
C (34.595, -20.654, 34.552)  -0.519
O (35.666, -21.604, 34.798)  -0.415
P (36.138, -22.092, 36.219)  0.131
O (35.165, -21.654, 37.189)  0.079
O (36.042, -23.722, 36.183)  -0.239
C (35.089, -24.320, 35.380)  -0.619
O (37.712, -21.624, 36.699)  -0.451
C (38.305, -22.012, 37.951)  -0.275
H (33.563, -20.988, 34.832)  0.119
H (34.636, -20.609, 33.508)  0.261
H (34.714, -19.945, 35.258)  0.420
H (35.136, -24.086, 34.209)  0.124
H (34.171, -24.107, 35.684)  0.230
H (35.154, -25.345, 35.381)  0.538
H (39.323, -21.802, 37.885)  0.468
H (38.191, -23.218, 38.147)  0.052
H (37.836, -21.692, 38.870)  0.005
C (30.802, -22.364, 34.387)  -0.355
C (31.008, -22.128, 32.811)  0.842
C (30.160, -23.017, 32.003)  -1.015
O (31.807, -21.257, 32.498)  -0.618
H (31.773, -22.744, 34.831)  -0.358
H (29.990, -23.123, 34.616)  0.059
H (30.657, -21.462, 34.879)  0.663
H (30.135, -24.200, 32.134)  0.101
H (30.420, -22.800, 30.957)  0.379
H (29.057, -22.638, 31.975)  0.341
C (34.376, -26.613, 32.241)  -1.298
C (33.566, -25.399, 32.064)  0.737
C (33.622, -24.747, 30.698)  -0.988
O (32.752, -24.957, 32.888)  -0.338
H (35.405, -26.272, 31.950)  0.355
H (34.071, -27.427, 31.698)  0.461
H (34.319, -27.037, 33.244)  0.201
H (32.774, -24.674, 30.028)  0.337
H (34.457, -25.095, 29.901)  0.281
H (33.897, -23.613, 30.857)  0.238